## i
Below is 2 unconnected molecules or ions with the total composition C8H16OSi, with properties calculated with ωB97M-V with the def2-TZVPD basis set.

Structure (XYZ):
```
26
Properties=species:S:1:pos:R:3:nbo_charge:R:1
C 2.671 2.277 0.498 -0.217
C 2.156 1.188 0.721 -0.106
C 1.219 -0.410 2.398 -0.662
C 2.213 -0.888 -1.184 -0.241
C -1.753 1.022 -1.991 -1.119
C -1.156 -1.705 -0.507 -1.136
C -2.759 0.763 0.731 -1.159
C 1.456 -0.003 0.932 0.168
O 1.978 -1.111 0.168 -0.535
Si -1.312 0.183 -0.285 1.413
H 3.223 3.135 0.518 0.220
H 0.965 -1.456 2.458 0.229
H 2.158 -0.492 2.946 0.214
H 0.477 0.223 2.951 0.228
H 2.538 -1.827 -1.585 0.189
H 3.022 -0.187 -1.394 0.183
H 1.290 -0.665 -1.574 0.169
H -2.850 1.106 -1.804 0.233
H -1.116 1.891 -2.200 0.252
H -1.736 0.258 -2.842 0.239
H -1.283 -2.364 0.354 0.246
H -2.101 -1.920 -1.016 0.225
H -0.302 -1.971 -1.176 0.243
H -2.905 0.259 1.707 0.244
H -2.407 1.846 0.927 0.245
H -3.684 0.848 0.248 0.235
```

Kohn-Sham gap (spin up / spin down) (Eh): 0.266 / 0.251
Highest occupied orbital energy (spin up / spin down) (eV): -7.26 / -6.91
Lowest unoccupied orbital energy (spin up / spin down) (eV): -0.03 / -0.07
Spin multiplicity: 1

## ii
Below is a single C8H16OSi molecule, with properties calculated with ωB97M-V with the def2-TZVPD basis set.

Structure (XYZ):
```
26
Properties=species:S:1:pos:R:3:nbo_charge:R:1
C -1.877 -1.910 -0.085 -0.417
C -1.277 -1.308 -1.148 -0.184
C -0.029 -0.336 -1.097 -0.756
C -0.258 0.915 -1.915 0.606
C -1.605 1.759 -1.668 -0.712
O 0.432 1.325 -2.800 -0.551
Si 0.893 -0.054 0.722 1.611
C 0.519 0.630 2.643 -1.023
C 1.839 1.489 0.453 -1.172
C 1.232 -1.948 0.876 -1.104
H -1.743 -1.852 0.997 0.207
H -2.653 -2.670 -0.483 0.209
H -1.543 -1.766 -2.143 0.213
H 0.784 -0.909 -1.889 0.269
H -1.769 2.393 -2.488 0.228
H -1.511 2.298 -0.805 0.214
H -2.492 1.073 -1.489 0.218
H 0.172 -0.231 3.187 0.211
H 1.415 1.067 3.137 0.236
H -0.278 1.361 2.590 0.220
H 2.793 1.724 0.988 0.257
H 2.252 1.459 -0.557 0.239
H 1.298 2.366 0.551 0.247
H 0.243 -2.242 1.244 0.236
H 1.054 -2.243 -0.225 0.244
H 2.108 -2.392 1.405 0.254
```

Kohn-Sham gap (Eh): 0.362
SMILES: C=C[C@@H](C(C)=O)[Si](C)(C)C
Highest occupied orbital energy (eV): -9.18
Lowest unoccupied orbital energy (eV): 0.68
Spin multiplicity: 1

ii ends up most stable, edging out the next structure by 52.5 kcal/mol.

## i
Below is a molecular structure, C29H48Cl2N3O4SiSm, with properties calculated with ωB97M-V with the def2-TZVPD basis set.

Structure (XYZ):
```
88
Properties=species:S:1:pos:R:3:mulliken_spin:R:1
C 3.258 -2.414 -6.640 0.000
C 2.722 -1.587 -7.770 0.000
H 3.110 -3.480 -6.850 0.000
H 2.749 -2.163 -5.702 0.000
H 4.338 -2.252 -6.499 0.000
C 2.740 -2.000 -9.048 0.000
C 3.199 -3.337 -9.514 0.000
H 2.435 -1.325 -9.850 0.000
H 2.731 -4.153 -8.948 0.000
H 4.291 -3.457 -9.454 0.000
H 2.911 -3.459 -10.563 0.000
Sm 0.266 0.216 -1.407 5.091
Cl 2.161 1.560 -2.787 -0.012
C -0.373 3.232 -2.324 0.000
O -0.906 2.165 -1.883 -0.007
N -1.002 4.070 -3.129 0.000
C -2.409 3.843 -3.446 0.000
C -0.260 5.060 -3.913 0.000
H 0.668 3.478 -2.082 -0.001
H -2.953 3.580 -2.535 0.000
H -2.533 3.033 -4.179 0.000
H -2.806 4.770 -3.863 0.000
H 0.640 5.342 -3.347 0.000
H -0.900 5.936 -4.072 0.000
H 0.050 4.645 -4.891 0.000
H -3.127 2.103 2.517 0.000
H -1.260 1.965 4.435 0.000
C -2.973 1.021 2.399 0.000
C -1.258 0.891 4.199 0.000
N -1.616 0.662 2.805 0.001
H -3.140 0.721 1.362 0.000
C -0.703 0.271 1.919 -0.003
O -0.928 0.205 0.672 -0.005
H -0.258 0.486 4.382 0.000
H 0.291 0.026 2.326 0.001
H -3.678 0.516 3.070 0.000
H -1.987 0.398 4.854 0.000
H 0.262 -5.192 -0.677 0.000
H 0.443 -3.456 -3.385 0.000
C -0.768 -5.119 -1.056 0.000
C -0.516 -3.979 -3.264 0.000
N -0.954 -3.927 -1.870 -0.001
H -1.448 -5.067 -0.201 0.000
C -1.281 -2.787 -1.263 -0.001
O -1.182 -1.641 -1.768 -0.002
H -1.274 -3.539 -3.921 0.000
H -1.642 -2.911 -0.224 0.000
H -0.980 -6.009 -1.657 0.000
H -0.386 -5.037 -3.515 0.000
O 1.133 -0.526 -6.362 0.000
C 2.107 -0.244 -7.377 0.000
C 0.448 0.015 -9.267 0.000
C 1.537 0.536 -8.560 0.000
H 0.000 -0.927 -8.931 0.000
C -0.045 0.701 -10.384 0.000
H 2.907 0.343 -6.894 0.000
C 2.135 1.738 -8.964 0.000
H -0.940 0.319 -10.875 0.000
C 0.617 1.834 -10.857 0.000
C 1.687 2.362 -10.128 0.000
H 2.949 2.154 -8.352 0.000
H 0.300 2.293 -11.799 0.000
H 2.183 3.271 -10.475 0.000
Si -0.303 0.236 -5.968 0.001
Cl 1.944 -1.866 -2.012 -0.008
C -1.752 -0.485 -6.890 0.000
C -0.126 2.080 -6.206 0.000
C -0.537 -0.197 -4.197 -0.001
H -1.847 -0.138 -7.927 0.000
H -2.672 -0.203 -6.354 0.000
H -1.694 -1.584 -6.906 0.000
H -0.521 -1.281 -4.036 -0.003
H -1.459 0.230 -3.769 0.001
H 0.385 0.247 -3.752 0.002
H 0.212 2.347 -7.220 0.000
H 0.623 2.477 -5.501 0.000
H -1.084 2.598 -6.036 0.000
C 3.113 3.242 2.249 0.003
C 3.503 1.942 1.897 -0.004
C 2.682 1.178 1.023 0.008
C 1.527 1.752 0.578 -0.053
C 1.069 2.984 0.941 0.001
C 1.901 3.766 1.786 -0.004
H 3.745 3.841 2.911 0.000
H 4.437 1.518 2.279 0.000
H 2.989 0.175 0.705 -0.001
H 0.117 3.383 0.584 -0.003
H 1.586 4.777 2.067 0.000
```

Kohn-Sham gap (spin up / spin down) (Eh): 0.232 / 0.234
⟨S²⟩: 8.777
Highest occupied orbital energy (spin up / spin down) (eV): -6.07 / -6.13
Lowest unoccupied orbital energy (spin up / spin down) (eV): 0.23 / 0.23
Spin multiplicity: 6

## ii
Below is a molecular structure, C29H48Cl2N3O4SiSm, with properties calculated with ωB97M-V with the def2-TZVPD basis set.

Structure (XYZ):
```
88
Properties=species:S:1:pos:R:3:mulliken_spin:R:1
C -1.399 3.529 -1.647 0.001
C -2.266 2.567 -2.364 -0.001
H -0.550 3.851 -2.270 0.000
H -1.011 3.074 -0.727 0.000
H -1.954 4.432 -1.340 0.000
C -2.876 2.907 -3.521 0.000
C -2.707 4.208 -4.226 0.000
H -3.572 2.240 -4.028 0.000
H -1.663 4.548 -4.357 0.000
H -3.261 4.976 -3.660 0.000
H -3.180 4.162 -5.217 0.000
Sm -0.007 0.610 1.019 5.082
Cl -1.793 2.202 1.896 -0.016
C -0.902 -2.554 1.711 0.001
O -0.208 -1.631 1.151 -0.004
N -0.865 -3.825 1.342 0.001
C 0.142 -4.387 0.421 0.000
C -2.005 -4.673 1.709 0.000
H -1.597 -2.295 2.523 0.000
H 1.170 -4.213 0.780 0.000
H 0.045 -3.998 -0.603 0.000
H -0.038 -5.466 0.379 0.000
H -2.283 -4.531 2.762 0.000
H -1.730 -5.717 1.537 0.000
H -2.881 -4.431 1.087 0.000
H 3.787 -2.643 3.447 0.000
H 3.972 -0.911 5.750 0.000
C 4.325 -1.791 3.008 0.000
C 4.495 -0.332 4.971 0.000
N 3.938 -0.550 3.643 0.000
H 4.102 -1.745 1.940 0.000
C 2.917 0.174 3.177 0.001
O 2.216 -0.133 2.173 -0.010
H 4.440 0.724 5.252 0.000
H 2.697 1.086 3.744 0.001
H 5.399 -1.925 3.167 0.000
H 5.545 -0.649 4.975 0.000
H 4.996 4.031 0.026 0.000
H 2.190 3.273 -2.130 0.000
C 5.037 3.119 -0.582 0.000
C 3.136 2.716 -2.163 0.000
N 3.716 2.569 -0.828 0.001
H 5.683 2.401 -0.071 0.000
C 2.990 2.076 0.168 0.000
O 1.783 1.688 0.005 -0.005
H 2.942 1.737 -2.618 0.000
H 3.481 2.031 1.153 0.000
H 5.480 3.373 -1.553 0.000
H 3.872 3.258 -2.763 0.000
O -1.164 0.705 -1.056 -0.010
C -2.451 1.205 -1.677 0.002
C -3.071 0.055 -3.985 0.000
C -3.296 0.241 -2.587 0.001
H -2.231 0.527 -4.502 0.000
C -3.921 -0.714 -4.809 0.000
H -3.071 1.393 -0.785 -0.001
C -4.485 -0.338 -2.097 0.000
H -3.669 -0.818 -5.866 0.000
C -5.066 -1.296 -4.282 0.000
C -5.333 -1.091 -2.926 0.000
H -4.748 -0.220 -1.047 0.000
H -5.689 -1.937 -4.907 0.000
H -6.252 -1.517 -2.516 0.000
Si -0.443 -0.506 -2.599 -0.006
Cl -0.080 1.037 -3.972 0.000
C -0.524 -1.620 -4.215 0.000
C -1.542 -1.888 -1.715 -0.001
C 1.173 -0.999 -1.787 0.007
H -1.215 -2.471 -4.215 0.000
H 0.511 -2.009 -4.219 0.000
H -0.682 -1.086 -5.167 0.000
H 1.765 -0.151 -1.422 -0.002
H 1.781 -1.549 -2.522 0.000
H 1.003 -1.674 -0.938 -0.003
H -2.543 -1.944 -2.159 0.000
H -1.640 -1.689 -0.638 0.001
H -0.998 -2.826 -1.873 0.000
C 0.221 0.397 6.840 0.002
C -0.012 1.565 6.117 -0.002
C -0.025 1.529 4.689 0.004
C 0.175 0.337 4.073 -0.035
C 0.380 -0.843 4.732 -0.002
C 0.420 -0.813 6.149 -0.003
H 0.255 0.416 7.932 0.000
H -0.185 2.516 6.625 0.000
H -0.222 2.452 4.153 -0.002
H 0.517 -1.802 4.224 -0.002
H 0.608 -1.737 6.704 0.000
```

Kohn-Sham gap (spin up / spin down) (Eh): 0.220 / 0.223
⟨S²⟩: 8.775
Highest occupied orbital energy (spin up / spin down) (eV): -5.97 / -6.05
Lowest unoccupied orbital energy (spin up / spin down) (eV): 0.02 / 0.02
Spin multiplicity: 6

i ends up most stable, edging out the next structure by 83.4 kcal/mol.